(1)
Here is 2 unconnected molecules or ions with the total composition C8H13N4O at a distorted geometry from the OMol25 dataset. Energies are from ωB97M-V/def2-TZVPD.

Structure (XYZ):
```
26
Properties=species:S:1:pos:R:3:forces:R:3
C -1.8703 2.1814 -0.2276 -1.79 1.18 -0.02
C -2.6939 1.0825 -0.2302 -0.46 2.40 0.23
C -0.5844 0.4017 -0.1934 3.02 0.58 -0.05
C -3.4646 -1.6090 -0.0139 -0.97 -2.02 0.21
C -2.2124 -1.3752 -0.2865 0.00 2.06 0.23
C 2.2558 0.6381 -0.3257 1.13 -0.84 -1.05
C 1.5231 -0.9575 1.5950 -0.55 -0.73 -1.17
C 1.4488 -0.6242 0.1240 -2.25 3.13 0.20
N -0.6002 1.7622 -0.2338 0.22 -0.68 0.26
N -1.8588 0.0049 -0.2576 1.94 -0.53 0.39
N 1.9631 1.8441 -0.0210 -0.20 -1.39 0.47
N 3.3522 0.2474 -1.0969 -2.09 0.24 1.21
O 1.4394 -1.6443 -0.6999 0.08 -1.60 1.06
H -2.0502 3.2792 -0.2028 -0.31 -1.27 -0.04
H -3.7696 1.1440 -0.0685 0.46 -0.66 -0.46
H -3.5599 -2.6490 -0.1827 -1.30 -1.13 0.30
H -4.3431 -1.0461 0.3603 1.16 -0.09 -0.58
H -1.4356 -2.1186 -0.5447 -0.68 0.82 0.04
H 1.2390 -0.1564 2.3037 0.40 -0.55 -0.58
H 2.5818 -1.2620 1.6005 -0.09 0.13 0.96
H 0.9048 -1.8873 1.6937 0.41 0.83 0.56
H 0.1890 2.4369 -0.1781 -0.21 -1.57 0.04
H 2.7018 2.4661 -0.2807 0.56 0.47 -0.28
H 3.7448 -0.6500 -0.9501 0.37 -0.64 -0.25
H 3.8775 0.9503 -1.5452 0.77 0.60 -0.32
H 1.2219 -2.4594 -0.1377 0.38 1.25 -1.36
```
Forces are in eV/Å.

multiplicity = 1
LUMO energy = -3.525 eV
charge = +1
Kohn-Sham gap = 0.33136 Ha
relative energy (zero: lowest compared OMol25 entry of this formula, charge and spin) = 222.81 kJ/mol


(2)
Here is 2 unconnected molecules or ions with the total composition C2H5O4 at a distorted geometry from the OMol25 dataset. Energies are from ωB97M-V/def2-TZVPD.

Structure (XYZ):
```
11
Properties=species:S:1:pos:R:3:forces:R:3
O -0.2872 1.0235 4.9859 2.19 -2.38 -0.84
O 0.8163 0.5487 4.4619 -2.02 1.17 0.99
H -0.2995 2.0842 4.9414 -0.60 0.86 0.11
O -0.8081 3.2891 5.0494 -2.58 -2.30 -0.68
C 0.1149 4.1229 5.1861 3.22 1.31 -0.08
C 0.0524 5.4567 4.5702 -0.07 -0.01 1.15
O -0.3695 6.2685 5.6827 -0.04 0.10 -0.41
H 0.8614 4.0171 5.9669 0.12 -0.26 0.18
H 1.1047 5.6763 4.3278 -0.47 0.35 -0.46
H -0.6613 5.4761 3.7328 0.44 0.16 0.13
H -0.4987 7.1461 5.3473 -0.19 0.99 -0.09
```
Forces are in eV/Å.

multiplicity = 4
LUMO energy (spin up / spin down) = 0.910 / -3.804 eV
Kohn-Sham gap (spin up / spin down) = 0.29282 / 0.22298 Ha
relative energy (zero: lowest compared OMol25 entry of this formula, charge and spin) = 235.93 kJ/mol


(3)
Here is C4H7NO in the gas phase from the OMol25 dataset. Energies are from ωB97M-V/def2-TZVPD.

Structure (XYZ):
```
13
Properties=species:S:1:pos:R:3:forces:R:3
C -0.3069 -0.9348 -1.4908 -0.01 -0.02 -0.08
C -0.0991 -0.0002 -0.3468 -0.14 0.15 -0.03
C 0.4022 0.0580 1.9245 0.06 -0.10 -0.17
N 0.7027 -0.3737 0.7350 -0.01 0.11 0.29
C -0.4912 1.3490 -0.2762 -0.06 -0.12 -0.07
O -0.3734 2.1003 0.7091 -0.05 -0.04 -0.09
H 0.6237 -1.3149 -1.9390 -0.08 0.07 0.07
H -0.9074 -1.8076 -1.1976 0.12 0.12 -0.07
H -0.8656 -0.4158 -2.2776 0.14 -0.07 0.11
H 1.1586 0.1308 2.6945 0.01 -0.09 -0.09
H -0.6353 0.2645 2.1367 0.18 0.12 0.00
H 1.6553 -0.6899 0.5560 -0.17 -0.08 0.04
H -0.8687 1.7572 -1.2334 0.01 -0.07 0.10
```
Forces are in eV/Å.

multiplicity = 1
LUMO energy (spin up / spin down) = 0.427 / 0.426 eV
Kohn-Sham gap (spin up / spin down) = 0.28700 / 0.28693 Ha
relative energy (zero: lowest compared OMol25 entry of this formula, charge and spin) = 266.36 kJ/mol


(4)
Here is 2 unconnected molecules or ions with the total composition C3H10N2O at a distorted geometry from the OMol25 dataset. Energies are from ωB97M-V/def2-TZVPD.

Structure (XYZ):
```
16
Properties=species:S:1:pos:R:3:forces:R:3
C -1.2441 1.5026 -0.8835 0.40 -0.20 -0.17
C 0.0866 1.2037 -0.1929 -1.07 -0.17 0.53
N 0.6424 -0.1143 -0.5012 0.73 1.07 -0.41
C 1.5071 -0.5854 0.2978 0.00 -0.42 -0.04
N 1.6974 -0.2885 1.6417 -0.22 0.36 -0.45
H -1.0755 1.5442 -1.9597 -0.18 0.14 -0.06
H -1.9909 0.7409 -0.6867 0.07 -0.11 0.12
H -1.6354 2.4484 -0.5150 0.04 0.19 -0.18
H 0.8304 1.9271 -0.5309 0.06 0.04 0.05
H -0.0829 1.4061 0.8782 0.18 -0.16 -0.03
H 2.2514 -1.2549 -0.1255 -0.22 -0.64 0.25
H 0.8890 0.1895 2.0090 0.11 0.05 0.38
H 1.9708 -1.0775 2.2037 0.18 0.00 0.01
O -2.0457 -1.5424 -0.4484 -0.39 -0.29 0.29
H -1.2112 -1.8027 -0.0444 0.07 0.14 -0.28
H -1.9049 -1.5767 -1.3976 0.23 0.00 -0.01
```
Forces are in eV/Å.

multiplicity = 1
LUMO energy = 0.867 eV
Kohn-Sham gap = 0.36138 Ha
relative energy (zero: lowest compared OMol25 entry of this formula, charge and spin) = 119.77 kJ/mol